Model i:
{
  "formula": "CH4BrClOP",
  "method": "the ωB97M-V functional and the def2-TZVPD basis",
  "lumo_ev": -6.3,
  "orbital_gap_ev": 9.699,
  "homo_energy_ev": -15.994,
  "charge": 1,
  "symbols": ["C", "O", "P", "Cl", "Br", "H", "H", "H", "H"],
  "positions_angstrom": [[0.920, 0.833, 0.574], [-1.229, -1.702, 0.626], [-0.138, -0.171, -0.499], [0.792, -1.169, -1.875], [-1.754, 1.028, -1.291], [1.107, 1.783, 0.056], [1.868, 0.328, 0.762], [0.430, 1.047, 1.527], [-1.996, -1.976, 0.120]],
  "nbo_charge": [-0.9877, -0.7944, 1.3519, -0.0333, 0.0526, 0.3055, 0.3030, 0.3171, 0.4852]
}


Model ii:
{
  "formula": "CH4BrClOP",
  "method": "the ωB97M-V functional and the def2-TZVPD basis",
  "lumo_ev": -6.3,
  "orbital_gap_ev": 8.516,
  "homo_energy_ev": -14.812,
  "charge": 1,
  "symbols": ["C", "O", "P", "Cl", "Br", "H", "H", "H", "H"],
  "positions_angstrom": [[1.194, -0.289, 0.146], [-3.167, -1.659, 0.041], [-3.062, -0.324, -0.727], [-4.387, 0.815, 0.132], [-0.546, 0.588, 0.505], [1.124, -1.077, 0.886], [0.965, -0.556, -0.804], [1.853, 0.557, 0.295], [-3.724, -1.673, 0.936]],
  "nbo_charge": [-0.5178, -0.9739, 1.3934, -0.1713, -0.0101, 0.2430, 0.2192, 0.2530, 0.5645]
}


Model iii:
{
  "formula": "CH4BrClOP",
  "method": "the ωB97M-V functional and the def2-TZVPD basis",
  "lumo_ev": -7.0,
  "orbital_gap_ev": 8.176,
  "homo_energy_ev": -15.203,
  "charge": 1,
  "symbols": ["C", "O", "P", "Cl", "Br", "H", "H", "H", "H"],
  "positions_angstrom": [[0.726, -1.112, 0.043], [-1.614, 0.058, -0.027], [-0.092, 0.477, -0.103], [0.201, 1.572, -1.700], [0.263, 2.312, 1.865], [-0.082, -1.756, -0.017], [1.387, -0.970, 0.982], [1.530, -1.305, -0.777], [-2.319, 0.725, -0.266]],
  "nbo_charge": [-1.0067, -0.9584, 1.6334, -0.0819, -0.0919, 0.2940, 0.3219, 0.3248, 0.5648]
}


Most stable of them? model iii.


Model i:
{
  "formula": "C3H9NO2",
  "method": "the ωB97M-V functional and the def2-TZVPD basis",
  "lumo_ev": [-4.2, -9.0],
  "orbital_gap_ev": [9.618, 4.431],
  "s_squared": 0.755,
  "multiplicity": 2,
  "homo_energy_ev": [-13.853, -13.472],
  "charge": 1,
  "symbols": ["C", "O", "H", "H", "H", "H", "C", "C", "O", "N", "H", "H", "H", "H", "H"],
  "positions_angstrom": [[-2.821, -1.221, 0.223], [-2.958, 0.224, 0.268], [-3.439, 0.390, 1.080], [-2.169, -1.402, -0.612], [-2.259, -1.544, 1.105], [-3.800, -1.687, 0.127], [2.623, -0.117, -0.707], [1.394, 0.552, -0.206], [0.280, 0.001, -0.423], [1.447, 1.730, 0.350], [3.447, -0.082, -0.007], [2.893, 0.027, -1.753], [0.616, 2.085, 0.813], [2.317, 2.231, 0.403], [2.429, -1.187, -0.661]],
  "nbo_charge": [-0.2571, -0.6950, 0.4707, 0.1799, 0.1688, 0.1974, -0.7222, 0.6355, -0.0619, -0.6844, 0.2844, 0.3048, 0.4474, 0.4483, 0.2833]
}


Model ii:
{
  "formula": "C3H9NO2",
  "method": "the ωB97M-V functional and the def2-TZVPD basis",
  "lumo_ev": [-5.1, -8.5],
  "orbital_gap_ev": [9.982, 6.539],
  "s_squared": 0.772,
  "multiplicity": 2,
  "homo_energy_ev": [-15.039, -15.036],
  "charge": 1,
  "symbols": ["C", "C", "C", "N", "H", "H", "H", "H", "H", "H", "H", "O", "H", "H", "O"],
  "positions_angstrom": [[0.967, 0.280, 1.060], [2.034, 1.105, 0.746], [-1.162, 1.254, 0.728], [-0.222, 0.465, 0.478], [1.065, -0.631, 1.640], [1.901, 2.045, 0.193], [3.037, 0.871, 1.081], [-1.972, 1.343, 0.009], [-1.173, 1.876, 1.616], [-1.304, -2.169, 0.439], [-0.333, -3.258, 0.877], [-0.928, -3.010, 0.163], [-0.699, -0.161, -2.224], [0.503, 0.817, -2.168], [-0.363, 0.679, -2.557]],
  "nbo_charge": [0.0503, -0.1214, 0.0767, -0.2294, 0.2520, 0.2316, 0.2431, 0.2488, 0.2297, 0.4507, 0.4702, -0.9164, 0.4744, 0.4587, -0.9191]
}


Most stable of them? model i.